(1)
Entry from the Open Molecules 2025 dataset: a structure of composition C14H36AlBF3N2O4 at a distorted geometry (the ωB97M-V functional and the def2-TZVPD basis).

Results
- frontier orbital gap (Eh) = 0.2354
- net charge = -1
- calculated total energy (eV) = -41696.752
- 2S+1 = 1
- strongest force on any atom (Eh/bohr) = 0.05129

Atoms and positions in Å:
C 1.19414 3.34551 -2.43793
B 0.96002 1.98123 -1.58564
O 2.06512 1.58098 -0.70037
Al -0.73578 0.77851 -1.58058
C -0.10495 -1.17079 -1.20396
C -1.79876 0.76983 -3.34061
C -3.37467 0.92518 -3.05114
O -3.67772 1.82155 -1.95876
C -5.08024 2.14073 -1.93709
C -5.88232 1.33361 -0.81190
F -4.98393 0.42441 -0.23786
F -6.96262 0.60774 -1.33273
F -6.32910 2.14269 0.23417
H 0.56131 4.20290 -2.02014
H 1.01860 3.20967 -3.54787
H 2.28948 3.66952 -2.29323
H 1.67994 1.53098 0.19875
H -1.67099 1.22059 -0.36111
H -0.50575 -1.83054 -2.03728
H -0.49930 -1.45693 -0.18302
H 1.02750 -1.17151 -1.26581
H -1.68639 -0.28701 -3.77507
H -1.42283 1.48057 -4.13924
H -3.72409 -0.11956 -2.72961
H -3.90955 1.16660 -4.02299
H -5.56151 1.91480 -2.93847
H -5.13218 3.24748 -1.67220
C 3.59175 5.54463 3.85171
C 2.40110 4.61226 4.05526
C 2.80457 3.14211 4.28887
O 3.19706 2.44863 3.11255
C 4.54087 2.67053 2.72066
N 1.48902 4.74907 2.91409
H 4.03515 5.44821 2.86002
H 3.27869 6.58662 3.95963
H 4.37139 5.35433 4.59508
H 1.87628 4.95149 4.95529
H 1.92484 2.60857 4.66210
H 3.57464 3.05360 5.06569
H 5.20606 2.79791 3.58036
H 4.60028 3.53802 2.05992
H 4.87467 1.80179 2.15067
H 0.65120 4.20059 3.09688
H 1.91914 4.27149 2.12177
C -0.40753 -7.51348 -0.12484
C -1.12560 -6.38982 -0.86681
C -0.17262 -5.45296 -1.63567
O 0.51899 -4.52324 -0.81646
C 1.67255 -5.04152 -0.18260
N -1.96063 -5.64795 0.08420
H 0.08228 -7.16828 0.78649
H -1.12103 -8.28742 0.17168
H 0.34697 -7.98490 -0.76116
H -1.78382 -6.86097 -1.60532
H -0.77667 -4.84699 -2.31807
H 0.53102 -6.01735 -2.26101
H 2.19116 -5.77731 -0.80540
H 1.40885 -5.47868 0.78387
H 2.35262 -4.20933 0.00895
H -2.51023 -4.96241 -0.42952
H -1.33646 -5.07596 0.65285

Cartesian forces (eV/Å) of the 6 atoms listed first:
C 1.501 0.398 0.171
B 1.168 0.600 0.391
O -1.160 1.515 -0.133
Al -0.310 -1.230 -0.028
C 0.013 0.328 -0.453
C -1.258 -0.334 -0.332


(2)
Entry from the Open Molecules 2025 dataset: a structure of composition C14H36AlN2O5 at a distorted geometry (the ωB97M-V functional and the def2-TZVPD basis).

Results
- frontier orbital gap (Eh) = 0.1035
- net charge = +3
- calculated total energy (eV) = -34879.168
- 2S+1 = 1
- strongest force on any atom (Eh/bohr) = 0.07653
- relative energy (zero: lowest compared OMol25 entry of this formula, charge and spin) (kcal/mol) = 106.3

Atoms and positions in Å:
Al 0.76977 0.11851 -0.12467
C -2.30567 3.92115 1.27006
C -2.39344 2.47323 0.79384
O -1.05541 2.32836 0.35430
H -3.28775 4.36056 1.44478
H -1.85070 4.64945 0.59874
H -1.83659 4.10060 2.23746
H -3.04412 2.59246 -0.07247
H -2.79062 1.73383 1.48929
H -0.79799 3.08902 -0.17175
C 0.47051 -1.94721 -3.55580
O -0.02921 -1.83965 -2.22420
C -0.98712 -2.88626 -1.87227
C -1.64920 -2.71372 -0.50033
N -2.02427 -1.32912 -0.10267
C -3.11535 -0.64766 -0.93472
C -4.51915 -1.14993 -0.42031
O -4.81232 -0.70616 0.97380
C -5.76486 -1.45505 1.72225
H -0.20024 -2.40735 -4.28139
H 1.47073 -2.38025 -3.56700
H 0.62939 -1.00701 -4.08390
H -0.65300 -3.90927 -2.04519
H -1.73031 -2.68312 -2.64331
H -0.91789 -3.17098 0.16616
H -2.57001 -3.29355 -0.43696
H -2.35961 -1.57144 0.81870
H -2.82364 -0.79175 -1.97502
H -3.26939 0.39792 -0.66798
H -4.56417 -2.23895 -0.40990
H -5.41441 -0.86829 -0.97466
H -6.72312 -1.26049 1.24061
H -5.68465 -1.20315 2.77971
H -5.57634 -2.52747 1.67267
C 3.07230 0.17460 -3.36806
O 3.10374 0.29253 -1.91423
C 4.38264 0.12754 -1.38828
C 4.30531 0.39245 0.18023
N 3.62172 -0.59732 0.93299
C 3.73032 -0.50503 2.41690
C 3.31288 0.86881 3.01243
O 2.24219 1.40174 2.22410
C 1.75928 2.55649 2.86504
H 4.03662 0.30069 -3.86029
H 2.26327 0.67678 -3.89852
H 2.99905 -0.86891 -3.67438
H 5.17617 0.67259 -1.89951
H 4.68526 -0.91949 -1.40405
H 3.91961 1.38640 0.40697
H 5.35599 0.48956 0.45359
H 3.84176 -1.53235 0.62091
H 4.62599 -0.87524 2.91574
H 2.89783 -1.09288 2.80352
H 4.13805 1.57632 2.93088
H 3.00078 0.94522 4.05400
H 2.53489 3.32109 2.82148
H 1.53497 2.52802 3.93134
H 0.86955 2.90313 2.33937

Cartesian forces (eV/Å) of the 6 atoms listed first:
Al -0.059 -0.368 0.232
C -1.362 1.086 1.983
C -0.695 3.215 -0.818
O 2.401 -3.098 -0.354
H -0.422 -0.218 -0.177
H 0.149 -0.464 -0.573


What is the net charge in the second record? +3


Please write out number 2 again, unchanged.
Entry from the Open Molecules 2025 dataset: a structure of composition C14H36AlN2O5 at a distorted geometry (the ωB97M-V functional and the def2-TZVPD basis).

Results
- frontier orbital gap (Eh) = 0.1035
- net charge = +3
- calculated total energy (eV) = -34879.168
- 2S+1 = 1
- strongest force on any atom (Eh/bohr) = 0.07653
- relative energy (zero: lowest compared OMol25 entry of this formula, charge and spin) (kcal/mol) = 106.3

Atoms and positions in Å:
Al 0.76977 0.11851 -0.12467
C -2.30567 3.92115 1.27006
C -2.39344 2.47323 0.79384
O -1.05541 2.32836 0.35430
H -3.28775 4.36056 1.44478
H -1.85070 4.64945 0.59874
H -1.83659 4.10060 2.23746
H -3.04412 2.59246 -0.07247
H -2.79062 1.73383 1.48929
H -0.79799 3.08902 -0.17175
C 0.47051 -1.94721 -3.55580
O -0.02921 -1.83965 -2.22420
C -0.98712 -2.88626 -1.87227
C -1.64920 -2.71372 -0.50033
N -2.02427 -1.32912 -0.10267
C -3.11535 -0.64766 -0.93472
C -4.51915 -1.14993 -0.42031
O -4.81232 -0.70616 0.97380
C -5.76486 -1.45505 1.72225
H -0.20024 -2.40735 -4.28139
H 1.47073 -2.38025 -3.56700
H 0.62939 -1.00701 -4.08390
H -0.65300 -3.90927 -2.04519
H -1.73031 -2.68312 -2.64331
H -0.91789 -3.17098 0.16616
H -2.57001 -3.29355 -0.43696
H -2.35961 -1.57144 0.81870
H -2.82364 -0.79175 -1.97502
H -3.26939 0.39792 -0.66798
H -4.56417 -2.23895 -0.40990
H -5.41441 -0.86829 -0.97466
H -6.72312 -1.26049 1.24061
H -5.68465 -1.20315 2.77971
H -5.57634 -2.52747 1.67267
C 3.07230 0.17460 -3.36806
O 3.10374 0.29253 -1.91423
C 4.38264 0.12754 -1.38828
C 4.30531 0.39245 0.18023
N 3.62172 -0.59732 0.93299
C 3.73032 -0.50503 2.41690
C 3.31288 0.86881 3.01243
O 2.24219 1.40174 2.22410
C 1.75928 2.55649 2.86504
H 4.03662 0.30069 -3.86029
H 2.26327 0.67678 -3.89852
H 2.99905 -0.86891 -3.67438
H 5.17617 0.67259 -1.89951
H 4.68526 -0.91949 -1.40405
H 3.91961 1.38640 0.40697
H 5.35599 0.48956 0.45359
H 3.84176 -1.53235 0.62091
H 4.62599 -0.87524 2.91574
H 2.89783 -1.09288 2.80352
H 4.13805 1.57632 2.93088
H 3.00078 0.94522 4.05400
H 2.53489 3.32109 2.82148
H 1.53497 2.52802 3.93134
H 0.86955 2.90313 2.33937

Cartesian forces (eV/Å) of the 6 atoms listed first:
Al -0.059 -0.368 0.232
C -1.362 1.086 1.983
C -0.695 3.215 -0.818
O 2.401 -3.098 -0.354
H -0.422 -0.218 -0.177
H 0.149 -0.464 -0.573


Which value of net charge does entry 2 give? +3


Among the records above, which one has the lowest strongest force on any atom? C14H36AlBF3N2O4